[1]
Here is a structure of composition C49H47Cl3GaN4O7S from the OMol25 dataset. Energies are from ωB97M-V/def2-TZVPD.

```
! RIJCOSX wB97M-V def2-TZVPD def2/J DEFGRID3
* xyz -1 1
Ga 0.448 0.064 -0.445
O 1.827 -0.773 0.421
C 1.980 -2.105 0.795
C 0.592 -2.816 0.997
C -0.119 -2.156 2.133
C -0.237 -2.743 3.387
C -0.685 -1.968 4.443
C -0.945 -0.624 4.226
C -0.810 -0.112 2.939
C -0.895 1.375 2.699
C -1.339 1.872 1.303
O -0.527 1.421 0.260
C -1.167 3.408 1.393
C -2.205 4.250 1.786
C -1.988 5.615 1.950
C -0.730 6.154 1.728
C 0.315 5.317 1.352
C 0.098 3.955 1.195
C -2.797 1.523 0.990
C -3.307 1.938 -0.241
C -4.606 1.643 -0.610
C -5.435 0.943 0.261
C -4.945 0.537 1.491
C -3.629 0.815 1.851
N -0.468 -0.886 1.911
C 2.795 -2.811 -0.300
C 4.102 -2.369 -0.516
C 4.882 -2.915 -1.521
C 4.364 -3.916 -2.338
C 3.066 -4.354 -2.136
C 2.286 -3.807 -1.121
C 2.748 -2.174 2.125
C 3.220 -3.393 2.606
C 3.869 -3.468 3.830
C 4.060 -2.320 4.589
C 3.600 -1.101 4.112
C 2.949 -1.029 2.885
H 0.044 -2.675 0.071
H 0.741 -3.877 1.192
H 0.049 -3.777 3.533
H -0.789 -2.395 5.433
H -1.237 0.029 5.040
H -1.537 1.845 3.445
H 0.115 1.767 2.851
H -3.192 3.838 1.961
H -2.808 6.256 2.258
H -0.561 7.218 1.850
H 1.305 5.729 1.188
H 0.910 3.298 0.909
H -2.666 2.469 -0.934
H -4.967 1.950 -1.585
H -6.452 0.704 -0.026
H -5.582 -0.012 2.176
H -3.261 0.468 2.809
H 4.494 -1.578 0.115
H 5.895 -2.556 -1.673
H 4.967 -4.339 -3.133
H 2.639 -5.112 -2.782
H 1.263 -4.147 -1.015
H 3.085 -4.290 2.009
H 4.231 -4.424 4.190
H 4.570 -2.375 5.545
H 3.750 -0.198 4.694
H 2.583 -0.088 2.495
C -4.451 -4.010 2.267
C -3.605 -3.462 1.144
C -3.460 -2.095 0.963
C -2.728 -1.570 -0.100
C -2.149 -2.438 -1.008
C -2.258 -3.814 -0.834
C -2.969 -4.315 0.244
S -1.189 -1.918 -2.498
O -0.737 -1.162 -4.080
O -0.569 -3.170 -2.882
O -0.036 -1.212 -1.686
H -4.947 -3.201 2.804
H -3.850 -4.579 2.982
H -5.220 -4.682 1.878
H -3.940 -1.410 1.652
H -2.618 -0.501 -0.204
H -1.786 -4.471 -1.550
H -3.038 -5.392 0.379
Cl -3.213 -2.345 -3.567
C -1.183 0.034 -4.435
Cl 0.211 1.078 -4.960
Cl -2.289 -0.015 -5.882
C -1.952 0.747 -3.266
O -2.292 1.918 -3.362
O -2.113 -0.044 -2.282
C 0.700 4.656 -3.666
C -0.181 4.308 -2.486
N 0.317 3.112 -1.817
C 1.452 2.445 -2.093
N 1.656 1.246 -1.575
C 2.904 0.540 -1.914
C 3.412 0.922 -3.287
C 3.574 2.424 -3.360
N 2.395 3.099 -2.830
C 2.146 4.476 -3.236
H 0.522 5.682 -3.988
H 0.482 3.985 -4.495
H -1.202 4.113 -2.809
H -0.194 5.133 -1.766
H -0.333 2.584 -1.245
H 2.691 -0.525 -1.887
H 3.664 0.735 -1.151
H 2.692 0.588 -4.035
H 4.368 0.437 -3.486
H 3.714 2.740 -4.397
H 4.460 2.732 -2.791
H 2.830 4.717 -4.048
H 2.361 5.156 -2.402
*
```

Results
- largest force on an atom (eV/A) = 0.60
- electronic energy (Eh) = -6344.8745

[2]
Here is a structure of composition C50H40Cl4FeN3O2P2S2Se from the OMol25 dataset. Energies are from ωB97M-V/def2-TZVPD.

```
! RIJCOSX wB97M-V def2-TZVPD def2/J DEFGRID3
* xyz 0 6
Fe 0.323 -0.815 -0.859
Cl -5.176 2.326 -3.588
C -3.938 1.201 -3.241
C -3.220 0.614 -4.250
Cl -3.573 1.018 -5.887
C -2.183 -0.305 -3.997
Cl -1.347 -1.071 -5.267
C -1.730 -0.507 -2.665
O -0.700 -1.249 -2.350
C -2.392 0.184 -1.663
O -1.801 0.192 -0.437
C -3.765 0.759 -1.816
Cl -6.444 0.075 -1.553
S 1.189 0.901 -2.110
C 2.869 0.605 -1.970
N 3.729 0.938 -2.976
C 5.113 0.579 -2.782
C 5.522 0.944 -1.357
N 4.660 0.272 -0.413
C 5.176 0.005 0.912
C 6.118 -1.171 0.897
C 7.491 -0.994 0.997
C 8.343 -2.084 0.951
C 7.829 -3.360 0.800
C 6.459 -3.544 0.703
C 5.607 -2.455 0.751
C 3.357 0.114 -0.745
S 2.276 -0.790 0.259
C 3.272 1.122 -4.338
C 3.817 2.391 -4.935
C 3.441 3.615 -4.395
C 3.924 4.794 -4.932
C 4.786 4.763 -6.016
C 5.166 3.547 -6.558
C 4.685 2.366 -6.017
H 5.718 1.130 -3.505
H 5.264 -0.499 -2.945
H 5.453 2.033 -1.232
H 6.549 0.624 -1.165
H 4.324 -0.204 1.564
H 5.686 0.906 1.271
H 7.899 -0.001 1.130
H 9.409 -1.935 1.035
H 8.496 -4.208 0.753
H 6.056 -4.540 0.595
H 4.537 -2.592 0.689
H 2.180 1.167 -4.311
H 3.575 0.259 -4.944
H 2.763 3.631 -3.555
H 3.616 5.740 -4.512
H 5.157 5.686 -6.438
H 5.831 3.519 -7.408
H 4.980 1.418 -6.447
Se 1.639 1.742 2.498
C 1.867 0.965 4.080
N 1.990 0.442 5.103
C -2.164 0.565 3.729
P -1.401 0.392 2.023
C -2.728 0.318 0.678
C -3.491 1.597 0.454
C -3.970 1.815 -0.762
C -4.721 -0.451 -1.561
C -4.498 -1.178 -0.280
C -3.673 -0.847 0.705
C -0.763 -1.333 1.972
C 0.182 -1.651 2.952
C 0.893 -2.835 2.906
C 0.686 -3.737 1.876
C -0.259 -3.451 0.905
C -0.972 -2.258 0.936
P -3.854 0.328 4.504
C -4.404 -1.354 4.082
C -5.753 -1.671 4.254
C -6.203 -2.957 4.022
C -5.314 -3.948 3.637
C -3.963 -3.657 3.535
C -3.508 -2.371 3.772
C -4.872 1.390 3.415
C -4.750 2.759 3.646
C -5.462 3.669 2.887
C -6.320 3.220 1.895
C -6.470 1.859 1.682
C -5.754 0.946 2.438
H -1.974 1.623 3.963
H -1.479 0.009 4.381
H -3.604 2.296 1.265
H -4.504 2.711 -1.028
H -4.636 -1.130 -2.416
H -5.128 -2.052 -0.160
H -3.650 -1.456 1.596
H 0.380 -0.962 3.760
H 1.621 -3.043 3.674
H 1.249 -4.656 1.830
H -0.466 -4.160 0.118
H -1.766 -2.128 0.210
H -6.445 -0.901 4.566
H -7.253 -3.189 4.142
H -5.671 -4.947 3.429
H -3.258 -4.430 3.267
H -2.450 -2.160 3.715
H -4.089 3.109 4.427
H -5.349 4.726 3.073
H -6.873 3.931 1.299
H -7.136 1.500 0.914
H -5.883 -0.111 2.260
*
```

Results
- largest force on an atom (eV/A) = 1.12
- ⟨S²⟩ = 8.950
- electronic energy (Eh) = -9228.9372